(1)
A single C4H7NO2 molecule. Source: the Open Molecules 2025 dataset; level of theory: wB97M-V/def2-TZVPD.

The SMILES is O=C[C@]1(CO)CN1.

```
14
Properties=species:S:1:pos:R:3:forces:R:3
O -0.678944 -2.122063 -0.082466 0.20 -0.11 0.04
C -0.941055 -0.865469 -0.641448 -0.12 0.28 -0.16
C -0.026208 0.206505 -0.065351 -0.14 -0.01 -0.04
C 0.208108 0.283603 1.389359 -0.15 0.12 0.24
N 1.215496 -0.327459 0.528658 0.28 0.02 -0.07
C 0.158227 1.454099 -0.874989 0.12 0.31 0.19
O 0.484836 2.519502 -0.406576 -0.07 -0.44 -0.23
H 0.281478 -2.145818 0.068736 -0.14 -0.06 0.05
H -0.831836 -0.878672 -1.739493 0.02 -0.03 0.13
H -1.984755 -0.614183 -0.417115 0.14 -0.01 -0.07
H -0.326078 -0.416688 2.026251 0.09 0.09 -0.11
H 0.419432 1.263056 1.808988 -0.02 -0.13 -0.09
H 1.991306 0.314141 0.375652 -0.12 -0.08 0.02
H 0.029994 1.329446 -1.970206 -0.09 0.06 0.10
```
Positions in Å, forces in eV/Å.

Need the natural (NBO) charges? In units of e they are:
1 O -0.713
2 C -0.054
3 C -0.088
4 C -0.240
5 N -0.585
6 C 0.431
7 O -0.508
8 H 0.488
9 H 0.158
10 H 0.185
11 H 0.216
12 H 0.221
13 H 0.370
14 H 0.119

(2)
A molecular structure, C5H13N3. Source: the Open Molecules 2025 dataset; level of theory: wB97M-V/def2-TZVPD.

```
21
Properties=species:S:1:pos:R:3:forces:R:3
C 1.161276 -0.513117 -0.465457 0.09 -0.15 2.26
C 1.924083 0.714324 -0.030037 0.11 0.19 -0.17
C 1.930686 -1.795947 -0.310590 -0.15 -0.31 0.25
N -0.224632 -0.522970 0.762890 -0.31 -1.35 -1.27
N -0.598716 -1.618000 1.171279 1.69 -0.07 -1.72
H 0.816593 -0.396350 -1.495025 -0.74 -0.07 0.43
H -1.617723 -1.656703 1.363331 0.17 0.91 0.80
H 1.348236 1.625513 -0.203773 -0.03 -0.06 0.13
H 2.845686 0.817325 -0.618672 -0.12 -0.10 0.11
H 2.191955 0.655701 1.027478 0.00 0.02 -0.09
H 2.916230 -1.728689 -0.787366 -0.16 0.16 0.03
H 1.412486 -2.641862 -0.768046 -0.03 0.07 0.17
H 2.081747 -2.012166 0.752835 0.03 -0.07 -0.18
C -1.710446 1.859641 0.168042 0.28 -0.12 0.26
C -1.787603 0.388041 -0.168530 -1.61 0.85 -2.66
N -2.906653 -0.289524 -0.152364 1.55 0.14 -0.47
H -3.720091 0.304983 0.001411 0.30 -0.03 0.98
H -1.030533 0.131122 -0.990079 -0.91 -0.12 1.28
H -1.683571 2.429335 -0.763929 -0.05 0.07 0.07
H -0.794618 2.066557 0.726569 -0.07 0.09 -0.10
H -2.554392 2.182784 0.780033 -0.02 -0.05 -0.10
```
Positions in Å, forces in eV/Å.

Need the natural (NBO) charges? In units of e they are:
1 C -0.021
2 C -0.643
3 C -0.655
4 N -0.099
5 N -0.342
6 H 0.205
7 H 0.363
8 H 0.217
9 H 0.217
10 H 0.217
11 H 0.222
12 H 0.227
13 H 0.222
14 C -0.682
15 C 0.164
16 N -0.766
17 H 0.339
18 H 0.161
19 H 0.219
20 H 0.221
21 H 0.212

(3)
A single C5H9NO molecule. Source: the Open Molecules 2025 dataset; level of theory: wB97M-V/def2-TZVPD.

The SMILES is C/C(=N\O)C1CC1.

```
16
Properties=species:S:1:pos:R:3:forces:R:3
C 1.235596 1.016915 -0.149424 0.16 0.49 -0.10
C 0.021915 -1.132669 0.109837 -0.79 0.10 -0.11
C -0.133290 -1.136169 1.593512 0.13 -0.10 0.48
C -1.234761 -0.498018 0.851123 -0.41 -0.75 0.30
C 0.239653 0.069934 -0.686302 0.76 0.26 -0.58
N -0.477261 0.196700 -1.738191 0.19 -0.09 0.59
O -0.465511 1.533046 -2.166670 0.57 0.32 -0.58
H 1.540012 0.750760 0.867632 -0.13 0.17 -0.24
H 0.896113 2.042629 -0.212501 0.26 0.25 -0.03
H 2.084039 0.841754 -0.815548 0.27 0.47 0.14
H 0.282523 -2.071494 -0.397708 -1.48 0.13 0.18
H -0.412473 -2.117341 1.954136 0.46 -0.16 0.11
H 0.500893 -0.561962 2.258541 -0.10 0.07 0.08
H -1.284914 0.602053 0.957341 0.37 -0.67 -0.71
H -2.210975 -0.896321 0.641716 -0.17 -0.52 0.48
H -0.751298 1.473009 -3.082312 -0.10 0.02 0.00
```
Positions in Å, forces in eV/Å.

Need the natural (NBO) charges? In units of e they are:
1 C -0.686
2 C -0.302
3 C -0.415
4 C -0.360
5 C 0.246
6 N -0.192
7 O -0.599
8 H 0.216
9 H 0.240
10 H 0.245
11 H 0.248
12 H 0.227
13 H 0.209
14 H 0.220
15 H 0.229
16 H 0.473

(4)
A single C15H20N4O3S2 molecule. Source: the Open Molecules 2025 dataset; level of theory: wB97M-V/def2-TZVPD.

The SMILES is CCCCCc1nnc(NC(=O)NS(=O)(=O)c2ccc(C)cc2)s1.

```
44
Properties=species:S:1:pos:R:3:forces:R:3
C 2.424345 -0.013155 8.236889 -0.08 0.14 -0.19
C 2.081042 0.170399 6.763460 0.05 -0.29 0.13
C 2.216190 -1.140461 5.991446 0.06 0.29 -0.20
C 2.010795 -0.985428 4.485885 -0.16 -0.12 0.27
H 2.269687 -1.926747 3.993800 0.08 0.04 -0.05
H 2.679712 -0.211582 4.103637 0.04 -0.03 -0.09
C 0.566019 -0.623108 4.117650 0.31 -0.08 0.19
C 0.398138 -0.551242 2.650416 -0.04 -0.67 -0.30
N 0.157294 0.510838 1.984658 0.00 0.64 1.35
N 0.073968 0.345826 0.669264 -0.10 -0.11 -1.54
C 0.258656 -0.875022 0.285385 0.15 -0.47 1.09
N 0.232635 -1.314531 -0.998288 0.00 -0.30 -0.31
C 0.126656 -0.549323 -2.168056 -0.02 -0.71 -0.07
O 0.183057 -1.103977 -3.238397 0.18 -0.26 -0.26
N -0.070312 0.772158 -1.993998 0.08 0.98 -0.73
H -0.083073 1.136284 -1.040822 -0.01 0.31 0.04
S 0.204035 1.844557 -3.313177 -0.02 -0.26 0.69
O -0.198763 3.117268 -2.802523 -0.33 -0.09 0.06
O 1.552443 1.678130 -3.751577 -0.19 -0.31 -0.30
C -0.951628 1.260990 -4.527296 0.39 0.24 0.35
C -2.293870 1.507694 -4.327153 -0.08 0.09 0.04
C -3.206345 1.048012 -5.261368 0.08 -0.02 0.02
C -2.777975 0.348303 -6.384574 0.06 0.03 0.08
C -1.415222 0.117836 -6.560162 0.01 0.12 0.11
C -0.496376 0.572194 -5.633047 0.09 -0.04 -0.12
H 0.561455 0.398156 -5.737920 0.12 -0.09 -0.07
H -1.077525 -0.425707 -7.429962 0.06 -0.06 -0.09
C -3.756462 -0.146395 -7.404155 0.02 0.01 -0.02
H -3.598359 -1.205213 -7.599786 -0.04 -0.08 -0.04
H -3.618913 0.387855 -8.343554 -0.05 0.01 -0.08
H -4.779841 0.000728 -7.070259 -0.08 -0.02 -0.02
H -4.260632 1.232959 -5.116572 -0.09 0.02 0.01
H -2.602446 2.060117 -3.453998 -0.14 0.07 0.09
H 0.380049 -2.301331 -1.164440 -0.06 0.26 -0.14
S 0.562582 -1.983134 1.617785 -0.16 0.84 -0.24
H 0.299623 0.351287 4.526334 -0.09 -0.04 -0.04
H -0.109629 -1.378856 4.526019 -0.05 0.06 0.08
H 3.218189 -1.542067 6.160054 0.00 -0.07 0.07
H 1.500520 -1.867540 6.382397 0.01 -0.10 0.06
H 2.748776 0.915610 6.325797 -0.04 0.07 -0.07
H 1.060360 0.547302 6.681153 -0.01 0.10 -0.06
H 2.319645 0.926469 8.773821 0.01 0.04 0.13
H 3.448853 -0.360724 8.350622 0.10 -0.04 0.06
H 1.762648 -0.745427 8.694613 -0.04 -0.08 0.10
```
Positions in Å, forces in eV/Å.

Need the natural (NBO) charges? In units of e they are:
1 C -0.599
2 C -0.396
3 C -0.391
4 C -0.378
5 H 0.201
6 H 0.208
7 C -0.460
8 C 0.091
9 N -0.238
10 N -0.360
11 C 0.248
12 N -0.633
13 C 0.797
14 O -0.614
15 N -0.899
16 H 0.464
17 S 2.322
18 O -0.925
19 O -0.910
20 C -0.363
21 C -0.155
22 C -0.254
23 C 0.111
24 C -0.249
25 C -0.129
26 H 0.247
27 H 0.215
28 C -0.652
29 H 0.223
30 H 0.225
31 H 0.216
32 H 0.214
33 H 0.236
34 H 0.429
35 S 0.296
36 H 0.243
37 H 0.219
38 H 0.204
39 H 0.193
40 H 0.197
41 H 0.194
42 H 0.211
43 H 0.201
44 H 0.201

Quick rundown of energy above the lowest of the compared OMol25 structures with the same formula, charge and spin, same order as above: 53.67, 107.04, 108.18, 47.32 kcal/mol